*w*
Formula: C34H23Cl7CoN6O8S
Source: OMol25
Level of theory: ωB97M-V/def2-TZVPD

```
80
C34H23Cl7CoN6O8S ωB97M-V/def2-TZVPD
Co -0.28 -0.29 -0.45
O 0.39 1.51 3.39
C 0.27 0.98 2.27
O -0.74 0.95 1.54
C 1.53 0.37 1.65
C 2.67 0.08 2.37
C 3.76 -0.47 1.70
C 3.68 -0.67 0.33
C 2.51 -0.35 -0.33
N 1.46 0.14 0.34
C 2.34 -0.48 -1.85
O 3.38 -0.64 -2.50
O 1.16 -0.34 -2.26
H 2.68 0.28 3.43
H 4.66 -0.74 2.25
H 4.50 -1.07 -0.25
Cl -1.38 -6.79 -1.66
C -1.57 -5.06 -1.53
C -2.71 -4.45 -2.02
Cl -3.96 -5.39 -2.78
C -2.85 -3.06 -1.90
Cl -4.28 -2.26 -2.48
C -1.87 -2.28 -1.31
O -1.96 -0.98 -1.17
C -0.67 -2.91 -0.81
O 0.22 -2.15 -0.28
C -0.56 -4.29 -0.93
Cl 0.87 -5.05 -0.30
Cl 3.57 8.59 -7.01
C 2.69 7.64 -5.84
C 1.41 8.03 -5.47
C 0.71 7.26 -4.55
C 1.27 6.11 -3.99
C 0.46 5.27 -3.02
C -0.06 4.01 -3.74
N -0.66 3.07 -2.83
C -2.01 2.84 -2.63
C -2.08 1.88 -1.68
N -0.82 1.52 -1.28
C 0.00 2.24 -2.00
O -0.63 6.00 -2.52
C -0.43 6.52 -1.20
C -0.63 5.50 -0.12
C -1.84 4.97 0.22
Cl -3.36 5.39 -0.48
S -1.74 3.81 1.47
C -0.05 4.05 1.61
C 0.40 4.97 0.71
C 2.57 5.77 -4.38
Cl 3.36 4.38 -3.68
C 3.28 6.52 -5.30
H 0.96 8.92 -5.90
H -0.28 7.53 -4.25
H 1.11 4.94 -2.20
H 0.77 3.52 -4.25
H -0.80 4.32 -4.48
H -2.76 3.39 -3.17
H -2.95 1.40 -1.26
H 1.08 2.16 -1.97
H -1.14 7.34 -1.09
H 0.59 6.93 -1.12
H 0.49 3.47 2.33
H 1.44 5.24 0.61
H 4.28 6.23 -5.58
C -1.02 -3.44 5.37
N -1.66 -2.63 4.36
C -2.77 -1.91 4.61
C -3.36 -1.16 3.66
C -2.76 -1.21 2.35
N -1.64 -1.85 2.11
C -0.99 -2.53 3.09
O 0.09 -3.06 3.00
N -3.40 -0.67 1.29
H -1.75 -3.67 6.15
H -0.16 -2.92 5.81
H -0.66 -4.35 4.91
H -3.17 -1.98 5.62
H -4.25 -0.59 3.85
H -3.97 0.14 1.46
H -2.87 -0.71 0.41
```

Calculated values
gap between HOMO and LUMO (spin up / spin down) = 4.422 / 4.400 eV
HOMO energy (spin up / spin down) = -1.33 / -1.31 eV
net charge = -2
⟨S²⟩ = 0.886
spin multiplicity = 2

Atom charges from the Mulliken analysis, given in e for atoms 1 to 5: 0.621 -0.921 0.138 -0.341 0.327


*x*
Formula: C34H23Cl7CoN6O8S
Source: OMol25
Level of theory: ωB97M-V/def2-TZVPD

```
80
C34H23Cl7CoN6O8S ωB97M-V/def2-TZVPD
Co -0.02 -2.12 0.84
O 1.52 -1.88 5.08
C 1.23 -1.78 3.88
O 0.63 -0.84 3.29
C 1.78 -2.92 2.97
C 2.72 -3.81 3.48
C 3.39 -4.67 2.63
C 3.15 -4.59 1.26
C 2.17 -3.72 0.82
N 1.48 -2.96 1.67
C 1.89 -3.42 -0.66
O 2.66 -3.87 -1.51
O 0.90 -2.64 -0.84
H 2.92 -3.77 4.54
H 4.12 -5.36 3.01
H 3.69 -5.17 0.53
Cl -6.27 -4.33 2.64
C -4.62 -4.36 2.06
C -4.14 -5.44 1.35
Cl -5.18 -6.80 1.02
C -2.81 -5.43 0.86
Cl -2.20 -6.77 -0.06
C -1.94 -4.34 1.06
O -0.78 -4.22 0.57
C -2.43 -3.26 1.92
O -1.59 -2.31 2.19
C -3.76 -3.27 2.32
Cl -4.33 -1.87 3.21
Cl -0.06 9.48 0.42
C 0.35 7.82 0.08
C 1.37 7.54 -0.80
C 1.68 6.21 -1.06
C 0.99 5.17 -0.48
C 1.38 3.74 -0.79
C 2.46 3.22 0.17
N 2.50 1.78 0.13
C 3.20 0.99 -0.76
C 2.71 -0.27 -0.58
N 1.73 -0.27 0.39
C 1.63 0.96 0.80
O 1.88 3.67 -2.11
C 1.00 2.99 -3.03
C 1.37 1.54 -3.15
C 2.46 1.11 -3.84
Cl 3.55 2.11 -4.74
S 2.69 -0.58 -3.74
C 1.31 -0.75 -2.74
C 0.70 0.45 -2.52
C -0.03 5.49 0.40
Cl -0.93 4.24 1.20
C -0.37 6.81 0.69
H 1.92 8.35 -1.26
H 2.47 5.97 -1.76
H 0.53 3.07 -0.67
H 2.23 3.55 1.18
H 3.42 3.64 -0.14
H 3.94 1.40 -1.42
H 3.01 -1.17 -1.09
H 0.99 1.31 1.60
H 1.12 3.48 -3.99
H -0.03 3.11 -2.70
H 1.10 -1.72 -2.31
H -0.18 0.56 -1.89
H -1.17 7.04 1.37
C -3.99 -1.25 -2.79
N -3.32 -0.73 -1.61
C -3.77 0.37 -0.97
C -3.18 0.79 0.16
C -2.05 0.04 0.65
N -1.53 -0.99 -0.04
C -2.20 -1.47 -1.15
O -1.92 -2.47 -1.77
N -1.50 0.43 1.80
H -4.81 -0.58 -3.06
H -4.38 -2.25 -2.59
H -3.29 -1.33 -3.62
H -4.62 0.88 -1.40
H -3.55 1.64 0.70
H -2.06 1.03 2.37
H -0.88 -0.22 2.31
```

Calculated values
gap between HOMO and LUMO (spin up / spin down) = 3.944 / 3.920 eV
HOMO energy (spin up / spin down) = -0.94 / -0.91 eV
net charge = -2
⟨S²⟩ = 0.766
spin multiplicity = 2

Atom charges from the Mulliken analysis, given in e for atoms 1 to 5: 0.305 -0.856 -0.175 -0.533 0.477


Stability verdict: *w*, ahead by 1.186 eV


*w*
Formula: C16H18N2O3S2
Source: OMol25
Level of theory: ωB97M-V/def2-TZVPD

```
41
C16H18N2O3S2 ωB97M-V/def2-TZVPD
O -1.12 -1.04 -1.34
C -1.22 -1.71 -0.33
C -2.55 -2.21 0.20
S -3.99 -1.47 -0.63
C -4.27 0.06 0.33
C -3.77 1.32 -0.38
N -2.34 1.32 -0.63
S -1.41 1.40 0.75
O -1.87 2.52 1.52
O -1.37 0.14 1.46
C 0.23 1.72 0.12
C 0.41 2.21 -1.16
C 1.70 2.46 -1.60
C 2.78 2.23 -0.76
C 2.58 1.73 0.52
C 1.29 1.47 0.96
N -0.17 -2.16 0.39
C 1.19 -1.83 0.22
C 1.70 -1.37 -0.99
C 3.05 -1.09 -1.10
C 3.90 -1.28 -0.02
C 3.39 -1.75 1.18
C 2.04 -2.02 1.30
H -2.63 -2.02 1.27
H -2.63 -3.28 0.00
H -3.77 -0.05 1.29
H -5.35 0.13 0.49
H -4.28 1.43 -1.34
H -3.97 2.19 0.25
H -2.05 0.51 -1.18
H -0.44 2.40 -1.79
H 1.87 2.84 -2.59
H 3.79 2.42 -1.10
H 3.42 1.55 1.17
H 1.10 1.08 1.95
H -0.38 -2.57 1.29
H 1.04 -1.22 -1.83
H 3.44 -0.73 -2.04
H 4.95 -1.07 -0.12
H 4.05 -1.90 2.02
H 1.65 -2.39 2.24
```

Calculated values
gap between HOMO and LUMO = 9.325 eV
SMILES string = O=C(CSCCNS(=O)(=O)c1ccccc1)Nc1ccccc1
HOMO energy = -8.63 eV
net charge = 0
spin multiplicity = 1

Atom charges from the Mulliken analysis, given in e for atoms 1 to 5: -0.766 0.411 -0.875 -0.126 -0.601


*x*
Formula: C16H18N2O3S2
Source: OMol25
Level of theory: ωB97M-V/def2-TZVPD

```
41
C16H18N2O3S2 ωB97M-V/def2-TZVPD
C -5.66 -1.15 -0.04
C -4.73 -0.12 0.59
O -3.82 0.42 -0.37
C -2.72 -0.29 -0.64
O -2.45 -1.34 -0.13
C -1.85 0.45 -1.64
C -1.03 1.45 -0.87
C -1.48 2.60 -0.31
S -0.21 3.42 0.52
C 0.87 2.10 0.03
N 2.17 2.12 0.41
C 3.12 1.11 0.23
O 4.28 1.35 0.46
C 2.58 -0.18 -0.22
C 2.87 -0.72 -1.43
S 2.05 -2.21 -1.70
C 1.32 -2.12 -0.13
C 1.68 -0.99 0.54
C 1.23 -0.72 1.94
C 0.03 -1.59 2.29
C 0.30 -3.05 1.91
C 0.39 -3.16 0.39
N 0.29 1.19 -0.67
H -6.37 -1.50 0.70
H -5.09 -2.00 -0.40
H -6.20 -0.71 -0.87
H -4.16 -0.58 1.40
H -5.29 0.74 0.96
H -1.17 -0.25 -2.12
H -2.48 0.96 -2.37
H -2.47 3.01 -0.33
H 2.53 2.98 0.80
H 3.50 -0.32 -2.20
H 0.97 0.34 2.06
H 2.06 -0.92 2.62
H -0.18 -1.51 3.36
H -0.85 -1.25 1.75
H -0.50 -3.69 2.28
H 1.24 -3.38 2.36
H 0.72 -4.16 0.09
H -0.61 -2.99 -0.04
```

Calculated values
gap between HOMO and LUMO = 8.889 eV
SMILES string = CCOC(=O)Cc1csc(NC(=O)c2csc3c2CCCC3)n1
HOMO energy = -8.38 eV
net charge = 0
spin multiplicity = 1

Atom charges from the Mulliken analysis, given in e for atoms 1 to 5: -1.136 -0.228 -0.307 0.558 -0.572


Stability verdict: *x*, ahead by 0.747 eV


*w*
Formula: CH6ClN2S
Source: OMol25
Level of theory: ωB97M-V/def2-TZVPD

```
11
CH6ClN2S ωB97M-V/def2-TZVPD
C 0.39 0.46 -0.53
N -0.88 0.35 0.20
N 1.26 -0.47 0.23
S -1.99 1.40 0.00
Cl -1.28 -1.78 -0.13
H 0.71 1.47 -0.55
H 0.27 0.04 -1.60
H 1.03 -0.33 1.27
H 2.19 -0.69 -0.03
H 0.86 -1.44 0.07
H -2.56 0.99 1.07
```

Calculated values
gap between HOMO and LUMO (spin up / spin down) = 7.686 / 7.649 eV
HOMO energy (spin up / spin down) = -13.71 / -13.68 eV
net charge = +1
spin multiplicity = 1

Atom charges from the Mulliken analysis, given in e for atoms 1 to 5: -0.370 -0.237 -0.294 0.104 -0.235


*x*
Formula: CH6ClN2S
Source: OMol25
Level of theory: ωB97M-V/def2-TZVPD

```
11
CH6ClN2S ωB97M-V/def2-TZVPD
C -0.35 0.19 -0.70
N 0.29 0.87 0.37
N 0.25 -1.22 -0.67
S -0.10 2.35 0.89
Cl -0.60 -0.97 2.01
H 0.15 0.65 -1.54
H -1.41 0.05 -0.58
H 1.18 -1.25 -0.89
H -0.27 -1.79 -1.27
H -0.15 -1.51 0.66
H 1.00 2.63 1.72
```

Calculated values
gap between HOMO and LUMO (spin up / spin down) = 7.093 / 7.096 eV
HOMO energy (spin up / spin down) = -14.57 / -14.57 eV
net charge = +1
spin multiplicity = 1

Atom charges from the Mulliken analysis, given in e for atoms 1 to 5: -0.490 -0.084 -0.474 0.195 -0.331


Stability verdict: *w*, ahead by 0.359 eV


*w*
Formula: C4H3N3
Source: OMol25
Level of theory: ωB97M-V/def2-TZVPD

```
10
C4H3N3 ωB97M-V/def2-TZVPD
N -2.81 1.65 0.80
C -1.77 1.18 0.61
C -0.52 0.53 0.34
N 0.54 0.53 1.12
C 1.42 -0.31 0.49
C 0.90 -0.79 -0.68
N -0.36 -0.25 -0.77
H 2.36 -0.60 0.94
H 1.30 -1.45 -1.44
H -1.08 -0.51 -1.42
```

Calculated values
gap between HOMO and LUMO = 10.138 eV
SMILES string = N#Cc1ncc[nH]1
HOMO energy = -9.53 eV
net charge = 0
spin multiplicity = 1

Atom charges from the Mulliken analysis, given in e for atoms 1 to 5: -0.411 0.267 0.279 -0.536 -0.302


*x*
Formula: C4H3N3
Source: OMol25
Level of theory: ωB97M-V/def2-TZVPD

```
10
C4H3N3 ωB97M-V/def2-TZVPD
N 3.09 0.21 0.32
C 2.14 -0.42 0.16
C 0.72 -0.55 -0.02
N -0.21 -1.46 0.15
C -1.39 -0.75 0.11
C -1.16 0.59 -0.07
N 0.19 0.70 -0.18
H -2.35 -1.24 0.19
H -1.75 1.49 -0.01
H 0.73 1.42 -0.65
```

Calculated values
gap between HOMO and LUMO = 10.174 eV
SMILES string = N#Cc1ncc[nH]1
HOMO energy = -9.53 eV
net charge = 0
spin multiplicity = 1

Atom charges from the Mulliken analysis, given in e for atoms 1 to 5: -0.449 0.286 0.316 -0.567 -0.319


*y*
Formula: C4H3N3
Source: OMol25
Level of theory: ωB97M-V/def2-TZVPD

```
10
C4H3N3 ωB97M-V/def2-TZVPD
C 2.48 -0.23 3.12
C 1.96 -0.40 2.09
C -1.65 -0.29 -1.31
C 0.00 0.08 -0.16
N -1.18 -0.58 -0.15
N 0.25 0.77 -1.24
N -0.80 0.50 -2.03
H 2.61 -0.22 4.17
H -2.64 -0.74 -1.68
H -1.02 1.11 -2.80
```

Calculated values
gap between HOMO and LUMO (spin up / spin down) = 6.720 / 6.719 eV
HOMO energy (spin up / spin down) = -10.05 / -10.05 eV
net charge = 0
spin multiplicity = 1

Atom charges from the Mulliken analysis, given in e for atoms 1 to 5: -0.055 -0.459 0.019 0.357 -0.394


Stability verdict: *w*, ahead by 0.551 eV


*w*
Formula: C4H3N3
Source: OMol25
Level of theory: ωB97M-V/def2-TZVPD

```
10
C4H3N3 ωB97M-V/def2-TZVPD
C -1.14 1.92 0.15
C 2.29 1.06 -0.08
C -0.20 -0.33 -0.35
C -0.02 1.03 0.33
N -2.07 2.58 -0.01
N 3.40 0.81 0.17
N 1.13 1.41 -0.54
H 0.40 -1.01 0.03
H -0.67 -0.58 -1.23
H 0.33 0.93 1.32
```

Calculated values
gap between HOMO and LUMO (spin up / spin down) = 9.226 / 7.777 eV
HOMO energy (spin up / spin down) = -10.81 / -10.25 eV
net charge = 0
spin multiplicity = 1

Atom charges from the Mulliken analysis, given in e for atoms 1 to 5: -0.035 0.516 -0.819 0.531 -0.378


*x*
Formula: C4H3N3
Source: OMol25
Level of theory: ωB97M-V/def2-TZVPD

```
10
C4H3N3 ωB97M-V/def2-TZVPD
C 0.16 1.22 1.45
C -0.79 -1.74 -0.25
C 0.65 0.15 -0.81
C -0.14 0.85 0.16
N 0.47 1.49 2.55
N -1.62 -2.54 -0.34
N 0.29 -1.01 -0.06
H 0.33 0.31 -1.79
H 1.79 0.10 -0.75
H -1.14 1.17 -0.15
```

Calculated values
gap between HOMO and LUMO (spin up / spin down) = 8.263 / 8.266 eV
HOMO energy (spin up / spin down) = -10.19 / -10.20 eV
net charge = 0
spin multiplicity = 1

Atom charges from the Mulliken analysis, given in e for atoms 1 to 5: 0.282 0.430 -0.232 -0.244 -0.358


Stability verdict: *x*, ahead by 0.754 eV


*w*
Formula: C4H4FNO
Source: OMol25
Level of theory: ωB97M-V/def2-TZVPD

```
11
C4H4FNO ωB97M-V/def2-TZVPD
C -0.31 -1.87 0.14
C -0.83 -0.70 -0.10
N -1.48 0.31 -0.11
O -1.33 1.36 -1.12
H 0.54 -1.86 0.68
H -0.62 -2.82 -0.16
H -2.05 1.89 -0.90
C 1.32 1.34 0.82
C 1.46 0.52 -0.01
F 2.07 -0.22 -0.87
H 1.25 2.04 1.64
```

Calculated values
gap between HOMO and LUMO = 10.001 eV
SMILES string = C=C=NO.C#CF
HOMO energy = -9.37 eV
net charge = 0
spin multiplicity = 1

Atom charges from the Mulliken analysis, given in e for atoms 1 to 5: -0.925 0.642 -0.378 -0.304 0.364


*x*
Formula: C4H4FNO
Source: OMol25
Level of theory: ωB97M-V/def2-TZVPD

```
11
C4H4FNO ωB97M-V/def2-TZVPD
N 0.89 1.65 -0.01
C 0.31 0.40 0.08
C -0.14 -0.19 1.23
O -0.81 -1.37 0.91
C -0.71 -1.51 -0.40
F -1.25 -2.65 -0.86
C -0.10 -0.48 -1.01
H 0.84 2.12 -0.90
H 1.05 2.23 0.79
H -0.16 0.13 2.25
H 0.08 -0.30 -2.08
```

Calculated values
gap between HOMO and LUMO = 8.969 eV
SMILES string = Nc1coc(F)c1
HOMO energy = -8.01 eV
net charge = 0
spin multiplicity = 1

Atom charges from the Mulliken analysis, given in e for atoms 1 to 5: -0.483 0.867 -0.668 -0.285 0.210


Stability verdict: *x*, ahead by 5.887 eV